[1]
CH2N2P2 | ωB97M-V with the def2-TZVPD basis set

ORCA input file:
```
! RIJCOSX wB97M-V def2-TZVPD def2/J DEFGRID3
* xyz 0 1
C 0.25243 0.41403 0.85115
N 1.18323 3.25360 2.20328
N 0.70658 2.34166 -1.10138
P 0.84979 2.10183 1.25095
P 0.10304 0.98849 -0.75449
H 0.44422 -0.37954 1.44806
H -0.34774 0.13588 -1.67953
*
```

Results
Energy relative to the best compared isomer or geometry (same formula, charge and spin) = 600.8 kJ/mol
Energy = -22620.7301 eV
Orbital gap = 8.51 eV
HOMO level = -9.53 eV

***

[2]
C15H54ClIN25O12 | ωB97M-V with the def2-TZVPD basis set

ORCA input file:
```
! RIJCOSX wB97M-V def2-TZVPD def2/J DEFGRID3
* xyz -1 1
C 4.47326 -2.23693 -1.42440
C 3.30916 -1.34853 -1.05937
I 3.10013 0.25998 -2.43995
C 2.02079 -2.16683 -0.95339
N 0.80203 -1.39511 -0.85158
Cl -0.30506 -1.86708 -2.16262
H 4.40195 -2.56564 -2.45813
H 4.44935 -3.11271 -0.77832
H 5.41997 -1.72227 -1.28970
H 3.51891 -0.89886 -0.09328
H 2.01077 -2.85277 -1.79896
H 2.15771 -2.77190 -0.05874
C 0.52404 1.72314 1.59049
O 0.87152 2.53459 0.74187
N 0.28024 2.11657 2.89082
N 0.34350 0.39415 1.36217
H -0.01934 1.47011 3.59564
H 0.40734 3.08238 3.14112
H 0.47229 -0.04325 0.41948
H 0.05267 -0.21920 2.10822
C 0.48291 -0.97034 -6.14370
O 0.69200 -0.77689 -7.33209
N 0.40626 0.00775 -5.20928
N 0.30326 -2.23753 -5.63525
H 0.25186 -0.19665 -4.23232
H 0.53247 0.96859 -5.48937
H 0.35935 -3.00491 -6.27714
H 0.16640 -2.41081 -4.65303
C 1.83572 5.53796 4.61002
O 1.44201 4.41640 4.34697
N 1.75464 6.56797 3.72280
N 2.40581 5.81013 5.83085
H 2.11747 7.48544 3.90144
H 1.38618 6.35669 2.81231
H 2.48058 5.03058 6.46963
H 2.73685 6.71559 6.10774
C -1.66301 3.21017 -5.48157
O -0.46789 3.03641 -5.62987
N -2.22363 4.46369 -5.48047
N -2.54415 2.18530 -5.32323
H -3.20529 4.62005 -5.35067
H -1.60342 5.24395 -5.58846
H -2.14916 1.25993 -5.33262
H -3.53931 2.30125 -5.20883
C 5.79803 6.85490 3.41479
O 4.98085 7.33093 2.65406
N 7.13696 7.16283 3.32493
N 5.46592 5.99603 4.42525
H 7.83509 6.78152 3.93423
H 7.41269 7.78708 2.59019
H 4.49971 5.73084 4.51795
H 6.13490 5.62371 5.07182
C -6.38121 1.58288 -5.58782
O -5.44334 2.07103 -4.96833
N -7.61396 1.47329 -5.03567
N -6.23627 1.11320 -6.85911
H -8.39514 1.06098 -5.50813
H -7.71492 1.77573 -4.08307
H -5.32396 1.17728 -7.27428
H -6.98268 0.69501 -7.38086
C 5.00129 -3.12685 2.55452
O 4.27605 -3.40304 1.62623
N 5.51454 -4.08330 3.40273
N 5.36779 -1.83571 2.83290
H 6.11534 -3.87439 4.17668
H 5.25948 -5.03548 3.21881
H 4.99918 -1.11965 2.23174
H 5.96506 -1.57812 3.59489
C -4.69312 -0.95125 -2.66692
O -5.88944 -0.67738 -2.54178
N -3.87612 -0.25828 -3.50214
N -4.09299 -1.95847 -1.99602
H -2.89797 -0.46695 -3.59702
H -4.27928 0.50224 -4.02685
H -4.64466 -2.51660 -1.36906
H -3.11702 -2.15978 -2.11994
C 2.48988 2.55402 8.21234
O 2.90264 3.42504 7.46766
N 2.11265 2.81029 9.50375
N 2.37020 1.26218 7.79834
H 1.76275 2.10722 10.12644
H 2.18568 3.75762 9.82464
H 2.61811 1.06415 6.84465
H 2.02455 0.52205 8.37927
C -7.73943 -3.91214 -1.78107
O -6.59520 -4.31543 -1.86508
N -8.07228 -2.59357 -1.80845
N -8.79806 -4.78791 -1.64275
H -9.01777 -2.27283 -1.72275
H -7.32960 -1.91539 -1.91263
H -8.58125 -5.76633 -1.61507
H -9.75258 -4.49289 -1.56675
C 0.64260 -5.89413 -0.93063
O 1.44712 -5.27567 -0.25871
N 0.58497 -7.27238 -0.90604
N -0.24930 -5.27750 -1.74306
H -0.06688 -7.80647 -1.44840
H 1.24308 -7.74754 -0.31787
H -0.30457 -4.27034 -1.69845
H -0.89953 -5.77386 -2.32323
C -0.22076 -2.54531 2.63581
O -0.90607 -1.56608 2.89911
N 0.32895 -2.79333 1.43049
N 0.04970 -3.49897 3.60254
H 0.89213 -3.60830 1.24083
H 0.17880 -2.12559 0.66867
H -0.33939 -3.35442 4.51445
H 0.60887 -4.31099 3.42199
*
```

Results
Energy = -98890.4825 eV
Orbital gap = 5.50 eV
HOMO level = -3.68 eV

***

[3]
C17H24N5O8SeZr | ωB97M-V with the def2-TZVPD basis set

ORCA input file:
```
! RIJCOSX wB97M-V def2-TZVPD def2/J DEFGRID3
* xyz -1 1
Zr 0.46596 0.28813 1.07260
O 1.22209 -3.61788 2.57914
C 0.73109 -2.72292 1.92535
O 1.28962 -1.57179 1.68745
C -0.63247 -2.90896 1.25789
N -0.73652 -1.99272 0.11562
C -2.13328 -1.78391 -0.27330
C -2.26292 -0.61452 -1.22928
N -1.62882 0.58672 -0.64784
C -1.21882 1.51443 -1.70891
C -0.27527 2.62607 -1.26246
N 0.91401 2.18750 -0.48239
C 2.02594 1.86231 -1.40565
C 1.82533 0.54308 -2.11947
N 1.49979 -0.56884 -1.19645
C 0.72730 -1.58970 -1.91372
C 0.06996 -2.57683 -0.97148
C 2.76867 -1.16245 -0.72125
C 3.43138 -0.23548 0.28745
O 4.64149 -0.21311 0.39818
O 2.59680 0.50777 0.93362
C 1.37193 3.28219 0.43290
C 1.24641 3.02379 1.94381
O 1.41133 3.95909 2.69254
O 1.02211 1.79693 2.31059
C -2.65149 1.22236 0.23329
C -1.89040 -0.56149 2.89134
O -2.28168 -0.58794 4.37807
O -0.68487 -0.38836 2.86035
H -1.41247 -2.68202 1.98167
H -0.74658 -3.95626 0.95661
H -2.68700 -1.57316 0.64211
H -2.55611 -2.69000 -0.73243
H -3.32473 -0.41838 -1.42240
H -1.81908 -0.84884 -2.19482
H -2.10449 2.00080 -2.14535
H -0.78068 0.91996 -2.50715
H -0.83776 3.30535 -0.63054
H 0.05998 3.16750 -2.15796
H 2.94672 1.84176 -0.83491
H 2.12567 2.65537 -2.15874
H 2.73536 0.30470 -2.68321
H 1.02957 0.63206 -2.85370
H 1.37701 -2.15168 -2.60056
H -0.00552 -1.08313 -2.53336
H 0.85214 -3.18025 -0.51113
H -0.54454 -3.27420 -1.55903
H 3.44368 -1.34705 -1.56296
H 2.57738 -2.10074 -0.20793
H 0.85015 4.21145 0.21126
H 2.43573 3.45423 0.26770
H -3.15936 0.42616 0.77372
H -3.37977 1.74294 -0.40115
Se -1.79094 2.35183 1.53559
C -3.51953 -0.87175 4.54174
N -4.62953 -1.14012 4.71893
*
```

Results
Energy relative to the best compared isomer or geometry (same formula, charge and spin) = 229.9 kJ/mol
Energy = -108481.6038 eV
Orbital gap = 6.59 eV
HOMO level = -4.62 eV

***

[4]
C41H39BKN10O2P2S | ωB97M-V with the def2-TZVPD basis set

ORCA input file:
```
! RIJCOSX wB97M-V def2-TZVPD def2/J DEFGRID3
* xyz -1 1
K 3.63480 -14.08479 12.28427
C 3.22490 -8.90136 13.72915
C 3.91494 -10.10850 13.81429
N 3.52408 -10.98987 12.89017
N 2.55559 -10.34690 12.20214
C 2.39081 -9.05918 12.63920
B 1.57410 -11.08909 11.27269
N 0.84626 -12.18487 12.14989
C 0.89697 -12.48245 13.46758
C -0.19198 -13.29837 13.77209
C -0.89802 -13.40550 12.56868
N -0.24836 -12.73587 11.59667
N 2.34468 -11.72057 10.03542
C 2.49028 -11.08038 8.87269
C 3.47200 -11.66730 8.09821
C 3.76897 -12.77040 8.85568
N 3.21474 -12.73545 10.06354
H 3.46933 -8.01382 14.23323
H 4.56648 -10.33706 14.63129
H 1.64427 -8.44754 12.13711
H 0.85604 -10.23091 10.79108
H 1.56735 -11.99720 14.07914
H -0.54534 -13.71573 14.70295
H -1.90704 -13.78365 12.34852
H 1.85526 -10.22506 8.52445
H 3.91774 -11.31602 7.22256
H 4.56888 -13.52570 8.63963
N 7.29953 -14.59628 16.46987
C 6.59958 -14.75729 15.28617
S 4.97197 -14.18271 15.27199
N 7.23664 -15.34504 14.29263
N 6.51890 -15.50402 13.16867
C 7.19969 -15.83932 12.13554
C 6.56665 -16.11044 10.80536
C 7.39779 -16.05929 9.67992
C 6.80503 -16.27147 8.43749
C 5.47479 -16.68108 8.32819
C 4.72450 -16.69951 9.47335
N 5.23745 -16.41003 10.70523
H 7.04717 -13.83254 17.06266
H 8.32188 -14.76208 16.36963
H 8.25998 -15.76292 12.17351
H 8.38550 -15.67230 9.73163
H 7.44619 -16.22105 7.52826
H 4.93374 -16.75368 7.42206
H 3.62883 -16.80110 9.45521
O 1.64724 -15.85855 12.07262
P 0.82672 -16.94352 12.65998
C -0.70988 -17.18924 11.73717
P -0.31862 -17.42357 9.96495
O 0.99268 -18.06624 9.69397
C -0.68981 -15.88142 8.98173
C -1.52674 -14.86384 9.40041
C -1.63930 -13.70304 8.64239
C -0.98258 -13.60164 7.44154
C 0.00207 -14.56275 7.09573
C 0.07140 -15.73812 7.85055
C -1.60687 -18.63056 9.29551
C -2.92119 -18.36948 9.03270
C -3.82160 -19.38465 8.78916
C -3.44416 -20.70046 8.91995
C -2.11161 -20.97528 9.07244
C -1.22394 -19.98007 9.19375
C 0.43640 -16.64573 14.40108
C 1.48277 -16.21593 15.16804
C 1.20225 -15.79214 16.47065
C -0.09610 -15.94336 16.99721
C -1.16089 -16.36877 16.18166
C -0.83240 -16.67451 14.84106
C 1.74522 -18.53375 12.90954
C 3.11197 -18.37672 12.76737
C 3.96526 -19.39349 13.08113
C 3.46343 -20.59123 13.49557
C 2.10175 -20.81709 13.59633
C 1.22846 -19.73265 13.31941
H -1.44428 -16.44664 11.86445
H -1.12819 -18.18408 11.87596
H -2.14297 -15.07055 10.24072
H -2.10437 -12.86320 9.02494
H -1.15857 -12.71387 6.77476
H 0.73836 -14.29413 6.30996
H 0.87544 -16.39502 7.62052
H -3.31569 -17.33283 8.98913
H -4.83564 -19.12495 8.58513
H -4.11485 -21.53208 8.85035
H -1.77481 -21.99943 9.14888
H -0.21120 -20.31732 9.50462
H 2.51308 -16.33626 14.79553
H 1.97035 -15.35995 17.10374
H -0.17840 -15.69551 18.09582
H -2.20430 -16.51352 16.50772
H -1.62991 -17.02890 14.21543
H 3.48556 -17.52391 12.25525
H 5.02519 -19.19592 13.08554
H 4.07812 -21.38003 13.86209
H 1.60929 -21.76850 13.87015
H 0.15463 -19.79800 13.48332
*
```

Results
Energy relative to the best compared isomer or geometry (same formula, charge and spin) = 0.0 kJ/mol
Energy = -108565.0409 eV
Orbital gap = 6.43 eV
HOMO level = -4.32 eV

***

[5]
C4H7NO2 | ωB97M-V with the def2-TZVPD basis set

ORCA input file:
```
! RIJCOSX wB97M-V def2-TZVPD def2/J DEFGRID3
* xyz 0 3
C 1.12832 -1.14429 -0.44726
C -0.06100 -0.39316 0.00614
C 0.50647 -0.15728 1.58903
C -0.22248 0.92640 -0.93301
N 2.18972 -0.94636 0.22929
O 1.89148 -0.17036 1.34480
O 0.11034 -1.12992 2.40560
H 1.18528 -1.70687 -1.37671
H -0.87793 -1.08576 -0.07982
H 0.24767 0.90373 1.86654
H 0.82274 1.26489 -1.29045
H -0.65937 1.55735 -0.15056
H -0.96828 0.77568 -1.77340
H 0.77926 -1.73797 2.40074
*
```

Results
Energy relative to the best compared isomer or geometry (same formula, charge and spin) = 226.2 kJ/mol
Energy = -9839.3118 eV
⟨S²⟩ = 2.007
Orbital gap (spin up / spin down) = 6.56 / 7.99 eV
HOMO level (spin up / spin down) = -5.62 / -10.39 eV

***

[6]
C4H7NS2 | ωB97M-V with the def2-TZVPD basis set

ORCA input file:
```
! RIJCOSX wB97M-V def2-TZVPD def2/J DEFGRID3
* xyz 0 1
C -0.03317 0.17070 1.03104
C -1.59087 0.80438 -0.74636
C 1.20285 -0.18322 0.35085
C 1.84608 -1.30545 0.47780
N -1.21753 0.51464 0.64662
S -3.30826 0.82602 -0.63377
S 1.69997 0.89606 -0.99259
H 0.11250 0.25614 2.12454
H -1.12630 1.81113 -0.98685
H -1.24426 0.05791 -1.44481
H -3.27723 -0.38216 -0.03256
H 2.79427 -1.70981 0.05197
H 1.38861 -1.93311 1.26212
H 2.75334 0.17678 -1.10800
*
```

Results
Energy relative to the best compared isomer or geometry (same formula, charge and spin) = 228.8 kJ/mol
Energy = -27419.4747 eV
Orbital gap = 9.16 eV
Structure (SMILES) = C=C(S)/C=N\CS
HOMO level = -8.89 eV